Record 1
# C15H20Cl2N2O2

A structure of composition C15H20Cl2N2O2 in a non-equilibrium geometry (wB97M-V/def2-TZVPD, the Open Molecules 2025 dataset).

Geometry as XYZ:
```
41
Properties=species:S:1:pos:R:3:nbo_charge:R:1
C 4.0019 0.5171 -2.1196 -0.5879
C 2.4463 0.4196 -1.7861 -0.0043
C 1.5798 -0.4031 -2.6379 -0.1541
C 0.3722 -0.4575 -2.3971 -0.2079
C -0.1665 0.3926 -1.2843 -0.1098
C 0.6744 1.0584 -0.6358 0.2813
C 2.1269 1.0753 -0.8847 -0.2675
H 2.4963 1.9359 -0.2894 0.2442
O -0.1165 1.8747 0.2931 -0.5211
C 0.6717 2.3803 1.4165 -0.1682
C 1.4431 1.3389 1.9217 0.5655
O 2.6804 1.6397 2.1886 -0.5847
N 0.9784 0.3711 2.6439 -0.4112
N -0.4925 0.0679 2.3660 -0.2138
C -1.0727 -0.8405 2.6296 0.2485
C -2.4235 -1.0075 2.4559 -0.2709
H -2.7936 -1.6997 1.9370 0.2032
H -2.7723 0.0237 2.2124 0.2379
Cl -3.4159 -1.2852 4.1181 -0.1531
C -0.3932 -2.3977 2.8838 -0.4979
H 0.2346 -2.1233 3.8014 0.2270
H -1.1179 -3.1797 2.9461 0.2347
Cl 0.5503 -2.9032 1.4794 -0.0337
H 1.5464 -0.6802 2.7249 0.4281
H -0.2788 2.9762 1.9694 0.2526
H 1.2265 3.1679 1.0271 0.2148
C -1.5812 0.1341 -1.0447 -0.1649
C -2.3064 -1.3746 -1.2044 -0.4979
H -3.0772 -1.4980 -0.8433 0.1345
H -1.4950 -1.9989 -0.4029 0.1624
H -2.1978 -1.7993 -2.1711 0.1984
C -2.5038 1.0048 -2.2272 -0.5411
H -2.2463 1.8836 -2.2356 0.1739
H -2.2044 0.5182 -3.1553 0.1839
H -3.4954 0.8266 -2.0176 0.1906
H -2.0657 0.4659 -0.3051 0.1939
H -0.2791 -0.9715 -3.0552 0.2157
H 2.2808 -1.1742 -3.5485 0.1936
H 4.3760 -0.2511 -2.7548 0.2015
H 4.5484 0.6123 -1.3867 0.1959
H 4.2610 1.3603 -2.6277 0.2077
```

Summary:
Spin multiplicity: 1
E_HOMO in Eh: -0.3149
Orbital gap in eV: 8.391

Record 2
# C6H9NO

A structure of composition C6H9NO in a non-equilibrium geometry (wB97M-V/def2-TZVPD, the Open Molecules 2025 dataset).

Geometry as XYZ:
```
17
Properties=species:S:1:pos:R:3:nbo_charge:R:1
C -0.2025 -0.3993 0.2102 0.3380
C 0.6389 1.3888 0.0761 -0.2644
C -0.8907 -1.0747 -2.3494 -0.3917
C -1.0304 -0.3333 -1.0461 -0.2097
C -0.2081 0.8481 1.0993 -0.2535
C 1.2484 0.2995 1.6212 -0.2105
H -0.4041 -2.5585 0.4702 0.5155
H 0.2147 1.4263 -0.9152 0.2010
H 1.3859 2.1689 0.1537 0.2026
H 0.0888 -1.1600 -2.8296 0.2077
H -1.9132 -1.1302 -3.0648 0.2141
H -2.0087 -0.1555 -0.7688 0.1948
H -0.8841 1.4555 1.8313 0.2037
H 1.2713 -0.6201 2.4602 0.2153
H 1.7897 1.3276 1.8794 0.1834
N 1.3312 0.0558 0.2882 -0.4233
O -0.4271 -1.5388 0.8840 -0.7229
```

Summary:
Spin multiplicity: 1
E_HOMO in Eh: -0.3102
Orbital gap in eV: 9.054

Record 3
# C46H56IrN6O3Se

A structure of composition C46H56IrN6O3Se in a non-equilibrium geometry (wB97M-V/def2-TZVPD, the Open Molecules 2025 dataset).

Geometry as XYZ:
```
113
Properties=species:S:1:pos:R:3:lowdin_spin:R:1
Ir -0.3928 0.0418 -0.4216 2.4934
C -4.3007 0.7474 2.2319 0.0021
O -5.0282 1.4975 1.2560 0.0328
C -4.5003 1.9791 0.1035 0.0673
C -5.2779 2.9331 -0.5123 -0.0219
C -4.9311 3.4877 -1.7516 0.0813
C -3.8119 3.0540 -2.4105 -0.0336
C -3.0077 2.0387 -1.8628 0.0875
C -1.9805 1.5052 -2.6793 0.0047
N -1.2473 0.4585 -2.4025 0.1972
N -0.6156 -0.0991 -3.4330 0.1345
C 0.0776 -1.1910 -3.1030 0.0323
O 0.2152 -1.6303 -1.9297 0.1855
C 0.6970 -1.9124 -4.2435 0.0042
C 1.0347 -1.2488 -5.4197 0.0031
C 1.6589 -1.9361 -6.4476 0.0003
C 1.9429 -3.2883 -6.3118 0.0016
C 1.5834 -3.9582 -5.1510 0.0001
C 0.9624 -3.2723 -4.1200 0.0015
C -3.3031 1.4929 -0.5544 0.0772
O -2.5603 0.6275 -0.0111 0.2677
H -5.0428 0.4437 2.9676 -0.0002
H -3.5484 1.3718 2.7161 0.0012
H -3.8120 -0.1267 1.8160 0.0006
H -6.1879 3.2353 -0.0106 -0.0022
H -5.5667 4.2418 -2.1960 0.0056
H -3.5523 3.4596 -3.3807 -0.0029
H -1.8686 1.9434 -3.6708 0.0021
H 0.8035 -0.1964 -5.5124 0.0005
H 1.9276 -1.4184 -7.3595 0.0000
H 2.4413 -3.8216 -7.1113 0.0001
H 1.7923 -5.0150 -5.0440 0.0000
H 0.6633 -3.7826 -3.2142 0.0003
C -1.6039 0.5762 5.0738 0.0013
C -0.7077 -0.4680 4.3983 0.0031
C 0.1813 -1.1435 5.4494 0.0018
C -1.5457 -1.4780 3.6277 0.0303
C -2.5215 -2.1610 4.3444 -0.0026
C -3.4190 -3.0128 3.7298 0.0282
C -3.3836 -3.1482 2.3539 -0.0036
C -2.4252 -2.5043 1.5869 0.0270
C -2.4056 -2.7495 0.0921 0.0085
C -1.7442 -4.0961 -0.2164 0.0023
C -3.7972 -2.6647 -0.5379 0.0017
C -1.4420 -1.7080 2.2277 0.0167
N -0.3931 -1.2046 1.4499 0.3188
C 0.8626 -1.2498 1.8839 0.1614
C 1.9296 -0.7300 1.1631 0.1714
N 1.8127 -0.1308 -0.0271 0.3088
C 2.9642 -0.1141 -0.8380 0.0174
C 3.4396 1.0573 -1.4920 0.0252
C 4.6704 1.0108 -2.1421 -0.0036
C 5.4455 -0.1281 -2.1954 0.0248
C 4.9503 -1.2848 -1.6311 -0.0022
C 3.7304 -1.3137 -0.9741 0.0274
C 3.2462 -2.6899 -0.5338 0.0043
C 4.0826 -3.2758 0.6092 0.0028
C 3.2621 -3.6653 -1.7173 0.0011
C 2.7865 2.4356 -1.6180 0.0032
C 1.8109 2.8855 -0.5417 0.0174
C 2.1188 2.5535 -2.9944 0.0030
H -0.9867 1.3380 5.5562 0.0003
H -2.2446 0.1248 5.8337 0.0000
H -2.2365 1.0673 4.3350 0.0005
H -0.0724 0.0743 3.7014 0.0017
H -0.4280 -1.6506 6.1995 0.0000
H 0.8021 -0.4029 5.9582 0.0002
H 0.8392 -1.8908 5.0026 0.0003
H -2.5835 -2.0165 5.4168 -0.0005
H -4.1502 -3.5541 4.3167 0.0020
H -4.1076 -3.7907 1.8678 -0.0007
H -1.7954 -1.9829 -0.3761 0.0025
H -2.2922 -4.9086 0.2657 0.0002
H -0.7140 -4.1031 0.1441 0.0001
H -1.7295 -4.2738 -1.2939 0.0003
H -4.3138 -1.7558 -0.2257 0.0001
H -4.4126 -3.5257 -0.2707 0.0004
H -3.7071 -2.6447 -1.6259 0.0003
H 1.0950 -1.7993 2.7901 0.0093
H 2.9249 -0.8328 1.5850 0.0092
H 5.0376 1.9156 -2.6147 -0.0007
H 6.4089 -0.1163 -2.6884 0.0017
H 5.5224 -2.2009 -1.7199 -0.0004
H 2.2129 -2.6127 -0.2064 0.0026
H 5.1356 -3.3342 0.3282 0.0001
H 3.7355 -4.2836 0.8465 0.0001
H 4.0138 -2.6760 1.5173 0.0009
H 4.2721 -4.0142 -1.9425 0.0001
H 2.8614 -3.1864 -2.6063 0.0002
H 2.6484 -4.5390 -1.4867 0.0002
H 3.6160 3.1499 -1.5980 0.0009
H 0.8621 2.3577 -0.6346 0.0120
H 1.5982 3.9522 -0.6556 0.0011
H 2.2021 2.7083 0.4599 0.0005
H 1.2727 1.8714 -3.0598 0.0017
H 2.8167 2.2938 -3.7913 0.0000
H 1.7609 3.5731 -3.1603 0.0003
C -1.6981 5.1254 0.9952 0.0022
N -0.3752 4.9399 1.5528 0.0137
C 0.5542 5.9219 1.8184 0.0047
C 1.6236 5.3215 2.3790 0.0048
N 1.3448 3.9724 2.4497 0.0132
C 2.1874 2.9616 3.0495 0.0028
C 0.1094 3.7363 1.9458 0.0191
Se -0.7878 2.1414 1.8184 0.0663
H -1.8951 6.1889 0.8815 0.0000
H -2.4410 4.6837 1.6577 0.0007
H -1.7805 4.6297 0.0274 0.0010
H 0.3852 6.9566 1.5793 0.0004
H 2.5533 5.7374 2.7240 0.0005
H 3.2216 3.1041 2.7406 0.0003
H 1.8417 1.9834 2.7183 0.0028
H 2.1233 3.0053 4.1376 0.0004
```

Summary:
Spin multiplicity: 6
E_HOMO (alpha / beta) in Eh: -0.2249 / -0.2754
Orbital gap (alpha / beta) in eV: 6.202 / 5.449